ORCA calculation (wB97M-V/def2-TZVPD) on a structure of composition C58H48AsFeN3OP2S2.

Each line ends with the Löwdin spin population.
Cartesian coordinates (Å):
Fe: 0.780 -0.284 1.009  4.060
C: 2.643 3.046 -1.179  0.005
C: 2.206 1.661 -0.799  0.018
N: 1.661 1.447 0.361  0.104
N: 1.640 2.494 1.283  0.023
C: 1.715 2.067 2.498  0.031
S: 1.822 0.381 2.970  0.213
S: 1.653 3.170 3.855  0.011
C: 2.035 4.783 3.093  0.004
C: 3.510 5.071 3.072  0.000
C: 4.118 5.666 4.173  0.000
C: 5.483 5.910 4.178  0.000
C: 6.257 5.560 3.081  0.000
C: 5.657 4.969 1.978  0.000
C: 4.291 4.727 1.974  0.000
C: 2.430 0.574 -1.753  0.019
C: 3.101 0.865 -2.958  -0.002
C: 3.400 -0.105 -3.883  0.017
C: 3.030 -1.427 -3.636  0.000
C: 2.380 -1.754 -2.470  0.018
C: 2.080 -0.773 -1.517  0.016
O: 1.463 -1.184 -0.416  0.230
H: 3.730 3.101 -1.255  0.001
H: 2.296 3.768 -0.451  0.000
H: 2.232 3.291 -2.159  0.000
H: 1.513 5.498 3.729  0.000
H: 1.582 4.811 2.105  0.000
H: 3.518 5.942 5.033  0.000
H: 5.943 6.378 5.039  0.000
H: 7.322 5.751 3.084  0.000
H: 6.256 4.698 1.117  0.000
H: 3.823 4.265 1.116  0.000
H: 3.394 1.881 -3.175  0.000
H: 3.911 0.161 -4.798  0.001
H: 3.255 -2.199 -4.361  0.000
H: 2.082 -2.771 -2.247  0.001
N: -1.415 -2.417 1.824  0.017
P: -1.643 -0.740 1.625  0.058
C: -1.920 -0.105 3.294  0.009
C: -2.425 -0.918 4.305  0.002
C: -2.638 -0.387 5.567  0.001
C: -2.356 0.950 5.817  0.000
C: -1.851 1.760 4.809  0.000
C: -1.628 1.231 3.547  0.002
C: -3.236 -0.595 0.790  0.013
C: -3.544 0.614 0.172  0.003
C: -4.771 0.785 -0.452  0.000
C: -5.690 -0.254 -0.464  0.001
C: -5.393 -1.457 0.162  0.001
C: -4.173 -1.629 0.796  0.003
P: 0.256 -2.723 2.072  0.070
C: 0.372 -3.511 3.691  0.015
C: 0.727 -2.725 4.785  0.001
C: 0.742 -3.277 6.059  0.000
C: 0.403 -4.608 6.240  0.000
C: 0.045 -5.396 5.152  0.001
C: 0.030 -4.852 3.879  0.004
C: 0.679 -3.990 0.858  0.005
C: 0.035 -4.045 -0.375  0.005
C: 0.463 -4.937 -1.347  -0.001
C: 1.548 -5.765 -1.101  0.006
C: 2.209 -5.698 0.120  -0.001
C: 1.780 -4.813 1.096  0.005
H: -1.975 -3.073 1.296  0.001
H: -2.627 -1.964 4.109  0.000
H: -3.023 -1.018 6.358  0.000
H: -2.520 1.359 6.805  0.000
H: -1.614 2.797 5.006  0.000
H: -1.209 1.862 2.769  0.001
H: -2.822 1.423 0.166  0.001
H: -4.997 1.721 -0.945  0.000
H: -6.643 -0.124 -0.961  0.000
H: -6.117 -2.262 0.164  0.000
H: -3.974 -2.562 1.309  0.000
H: 0.981 -1.681 4.647  0.001
H: 1.021 -2.665 6.907  0.000
H: 0.418 -5.039 7.234  0.000
H: -0.219 -6.436 5.297  0.000
H: -0.243 -5.469 3.031  0.000
H: -0.783 -3.373 -0.610  0.000
H: -0.048 -4.969 -2.302  0.000
H: 1.884 -6.459 -1.860  0.000
H: 3.061 -6.337 0.312  0.000
H: 2.301 -4.768 2.045  0.000
C: -4.958 3.148 -3.653  0.000
C: -4.744 1.870 -4.153  0.000
C: -3.605 1.161 -3.797  0.000
C: -2.676 1.726 -2.931  0.001
C: -2.893 3.006 -2.432  0.000
C: -4.028 3.719 -2.795  0.000
As: -1.034 0.820 -2.384  0.004
C: -0.040 1.150 -4.022  0.001
C: 0.498 2.355 -4.446  0.000
C: 1.173 2.414 -5.658  0.000
C: 1.315 1.267 -6.431  0.000
C: 0.773 0.063 -6.011  0.000
C: 0.083 -0.001 -4.804  0.000
C: -0.611 -1.189 -4.265  0.000
C: -0.646 -2.449 -4.855  0.000
C: -1.400 -3.461 -4.278  0.000
C: -2.123 -3.228 -3.113  0.000
C: -2.074 -1.980 -2.505  0.000
C: -1.318 -0.967 -3.077  0.000
H: -5.846 3.700 -3.934  0.000
H: -5.466 1.424 -4.827  0.000
H: -3.447 0.164 -4.193  0.000
H: -2.178 3.451 -1.747  0.000
H: -4.188 4.717 -2.405  0.000
H: 0.374 3.254 -3.851  0.000
H: 1.582 3.354 -6.005  0.000
H: 1.842 1.317 -7.375  0.000
H: 0.877 -0.818 -6.632  0.000
H: -0.101 -2.642 -5.770  0.000
H: -1.437 -4.435 -4.749  0.000
H: -2.729 -4.017 -2.686  0.000
H: -2.646 -1.793 -1.603  0.000

Summary:
spin multiplicity: 6
<S²>: 8.768
total charge: +1
highest occupied orbital energy (alpha / beta): -10.37 / -10.45 eV